No. 1
A 7-piece molecular cluster, C44H48F6NO overall, computed with ωB97M-V/def2-TZVPD.

Geometry (Å):
C: -2.810223 -0.688535 -2.032266
O: -2.657683 0.757586 -1.807440
C: -1.950005 1.423295 -2.914165
C: -0.351558 1.075411 -3.025745
C: 0.589608 1.746215 -1.862062
C: 0.183613 1.348555 -0.324098
C: 0.951080 2.226870 0.874293
C: 0.290417 1.396173 2.166486
N: 0.380679 -0.059909 1.665579
C: 0.551421 -0.209618 0.155215
H: -3.035770 -1.183518 -0.971300
H: -1.842873 -1.226790 -2.434931
H: -3.768166 -0.943273 -2.696864
H: -2.552156 1.256751 -3.930867
H: -2.025524 2.597131 -2.712780
H: 0.021034 1.539343 -4.060388
H: -0.111189 -0.086338 -3.107925
H: 0.644253 2.913025 -2.050571
H: 1.689779 1.318754 -2.042159
H: -0.930105 1.424781 0.034194
H: 0.488211 3.309198 0.681907
H: 2.143633 2.194800 0.847227
H: -0.859097 1.610149 2.404620
H: 0.864024 1.661965 3.152279
H: -0.446768 -0.680297 1.844556
H: 1.187741 -0.454131 2.197819
H: 0.001758 -1.093497 -0.388072
H: 1.662101 -0.316990 -0.206932
F: -4.303853 -1.884661 -4.796551
C: -5.218125 -1.043359 -5.297483
C: -6.247288 -0.586472 -4.481559
C: -7.196522 0.293545 -5.001278
C: -7.112051 0.698657 -6.335641
C: -6.078183 0.230534 -7.147988
C: -5.122884 -0.640559 -6.624885
H: -6.301533 -0.918543 -3.449939
H: -8.000579 0.662633 -4.369443
H: -7.855192 1.381542 -6.741821
H: -6.016851 0.543992 -8.187356
H: -4.307561 -1.007126 -7.239707
F: -0.271412 3.186444 -8.119570
C: 0.926565 2.643579 -7.865088
C: 1.612477 3.009295 -6.712079
C: 2.857543 2.440450 -6.444115
C: 3.408218 1.519448 -7.338707
C: 2.714233 1.162616 -8.495852
C: 1.464357 1.723174 -8.757809
H: 1.172792 3.732522 -6.033056
H: 3.398339 2.713865 -5.541490
H: 4.381357 1.079383 -7.131551
H: 3.146677 0.448687 -9.192703
H: 0.907244 1.450373 -9.647940
F: 1.965284 -0.821524 4.029911
C: 3.163261 -1.364389 4.284393
C: 3.849174 -0.998673 5.437402
C: 5.094240 -1.567519 5.705366
C: 5.644915 -2.488520 4.810774
C: 4.950930 -2.845352 3.653629
C: 3.701054 -2.284794 3.391672
H: 3.409489 -0.275446 6.116425
H: 5.635035 -1.294104 6.607991
H: 6.618053 -2.928586 5.017930
H: 5.383374 -3.559281 2.956778
H: 3.143941 -2.557595 2.501541
F: 8.124629 -1.338324 3.691342
C: 8.058874 -0.091838 3.204966
C: 8.501361 0.162089 1.911374
C: 8.428316 1.458825 1.402730
C: 7.923163 2.490270 2.198167
C: 7.486213 2.226258 3.497129
C: 7.549022 0.927494 4.001414
H: 8.898414 -0.650070 1.311208
H: 8.764450 1.666288 0.389851
H: 7.870524 3.502363 1.802604
H: 7.097258 3.031415 4.115790
H: 7.205434 0.702896 5.005719
F: 0.688318 -2.606459 7.824382
C: -0.225954 -1.765157 7.323452
C: -1.255117 -1.308270 8.139376
C: -2.204350 -0.428254 7.619657
C: -2.119880 -0.023140 6.285293
C: -1.086011 -0.491264 5.472946
C: -0.130712 -1.362357 5.996048
H: -1.309361 -1.640341 9.170995
H: -3.008407 -0.059165 8.251492
H: -2.863020 0.659744 5.879114
H: -1.024679 -0.177806 4.433578
H: 0.684611 -1.728924 5.381228
F: -5.804411 -1.796065 -1.584126
C: -6.020486 -1.974556 -0.274139
C: -6.786105 -1.048267 0.425482
C: -7.015625 -1.236444 1.788381
C: -6.467216 -2.344254 2.439365
C: -5.695914 -3.265707 1.729472
C: -5.475957 -3.083174 0.364430
H: -7.196989 -0.189457 -0.095163
H: -7.619312 -0.522153 2.342729
H: -6.642774 -2.488248 3.503328
H: -5.266697 -4.124957 2.239143
H: -4.886358 -3.794332 -0.204563

Atoms 1-6, force components in eV/Å:
-0.9 -1.2 0.7
1.2 -1.0 -1.5
0.0 1.1 -0.5
0.3 0.0 -0.8
0.2 -0.7 -0.2
0.3 -0.5 1.3

Summary:
Gap between HOMO and LUMO   8.0 eV
Net charge   +1

These are the Mulliken partial charges, in e, on atoms 1 to 2: atom 1 (C): 0.182, atom 2 (O): -0.365

---

No. 2
A 9-piece molecular cluster, C44H49ClN6O6 overall, computed with ωB97M-V/def2-TZVPD.

Geometry (Å):
C: 0.060443 0.053962 -0.841377
C: 0.664443 1.357962 -0.459377
N: 0.279443 1.576962 1.096623
C: 1.335443 1.355962 2.114623
C: 0.662443 1.120962 3.271623
N: -0.723557 1.202962 3.069623
C: -0.834557 1.209962 1.765623
C: -1.910557 1.102962 3.976623
H: 0.366443 -0.531038 -1.694377
H: -0.932557 -0.036038 -0.664377
H: 0.379443 -0.654038 -0.291377
H: 0.273443 2.240962 -1.092377
H: 1.520443 1.264962 -0.509377
H: 2.418443 1.518962 1.826623
H: 0.994443 1.129962 4.202623
H: -1.631557 1.334962 1.171623
H: -2.744557 1.315962 3.606623
H: -1.687557 1.534962 4.907623
H: -2.141557 0.066962 4.241623
Cl: 3.210443 3.963962 1.095623
N: -2.455557 -1.433038 1.420623
C: -1.734557 -2.095038 2.251623
C: -2.337557 -2.496038 3.546623
C: -3.653557 -2.229038 3.884623
C: -4.331557 -1.423038 3.020623
C: -3.706557 -1.114038 1.735623
H: -0.758557 -2.529038 2.077623
H: -1.643557 -3.218038 4.293623
H: -4.093557 -2.408038 4.982623
H: -5.319557 -1.481038 3.086623
H: -4.264557 -0.499038 1.108623
N: -2.928557 -4.444038 -3.093377
C: -3.304557 -4.630038 -1.848377
C: -2.501557 -4.219038 -0.777377
C: -1.215557 -3.712038 -1.009377
C: -0.847557 -3.412038 -2.355377
C: -1.822557 -3.843038 -3.337377
H: -4.082557 -5.155038 -1.716377
H: -2.787557 -4.069038 0.263623
H: -0.450557 -3.410038 -0.307377
H: 0.134443 -3.058038 -2.565377
H: -1.596557 -3.678038 -4.293377
N: 1.262443 2.312962 9.191623
C: 0.237443 1.407962 9.181623
C: -0.192557 0.600962 8.101623
C: 0.735443 0.578962 7.009623
C: 1.766443 1.520962 7.049623
C: 1.996443 2.334962 8.098623
H: -0.274557 1.491962 10.211623
H: -0.972557 -0.126038 8.305623
H: 0.420443 -0.193038 6.311623
H: 2.473443 1.726962 6.130623
H: 2.821443 3.174962 8.013623
N: 1.258443 -2.375038 -4.656377
C: 1.496443 -3.357038 -5.457377
C: 0.852443 -3.721038 -6.583377
C: 0.044443 -2.714038 -7.164377
C: -0.148557 -1.571038 -6.498377
C: 0.342443 -1.458038 -5.229377
H: 2.220443 -4.092038 -5.085377
H: 1.142443 -4.497038 -7.110377
H: -0.416557 -2.802038 -8.130377
H: -0.725557 -0.683038 -6.960377
H: 0.030443 -0.562038 -4.606377
C: -2.177557 2.384962 -3.266377
C: -2.488557 3.153962 -2.012377
C: -3.618557 2.678962 -1.255377
C: -4.233557 1.464962 -1.699377
C: -3.761557 0.679962 -2.710377
C: -2.845557 1.199962 -3.516377
O: -2.498557 0.660962 -4.741377
O: -3.703557 3.306962 -0.095377
H: -1.149557 2.761962 -3.754377
H: -1.939557 3.933962 -1.876377
H: -4.911557 0.945962 -1.069377
H: -4.381557 -0.372038 -2.757377
H: -3.157557 0.222962 -5.124377
H: -3.408557 4.081962 0.023623
C: 2.878443 1.314962 -3.637377
C: 2.024443 1.771962 -4.853377
C: 1.712443 3.094962 -5.018377
C: 1.836443 3.931962 -3.989377
C: 2.487443 3.527962 -2.748377
C: 3.154443 2.390962 -2.619377
O: 3.972443 1.929962 -1.660377
O: 1.277443 3.576962 -6.151377
H: 3.268443 0.454962 -3.614377
H: 1.797443 0.997962 -5.642377
H: 1.539443 5.188962 -3.930377
H: 2.459443 4.336962 -2.161377
H: 3.675443 2.526962 -0.953377
H: 1.044443 4.562962 -6.132377
C: 4.536443 -0.024038 1.211623
C: 4.416443 -0.024038 2.697623
C: 3.429443 -0.820038 3.282623
C: 2.597443 -1.619038 2.410623
C: 2.791443 -1.680038 1.068623
C: 3.701443 -0.916038 0.420623
O: 3.856443 -1.063038 -0.885377
O: 3.139443 -0.779038 4.597623
H: 5.378443 0.636962 0.670623
H: 4.787443 0.756962 3.341623
H: 1.752443 -2.139038 2.755623
H: 2.053443 -2.316038 0.379623
H: 4.553443 -0.653038 -1.367377
H: 3.926443 -0.650038 5.096623

Atoms 1-6, force components in eV/Å:
-0.1 2.7 -3.3
-16.3 2.7 1.2
3.3 -2.9 1.5
-1.0 1.1 -1.8
-0.8 1.1 -2.7
-0.3 -1.2 -0.8

Summary:
Gap between HOMO and LUMO   7.1 eV
Energy above the lowest of the compared OMol25 structures with the same formula, charge and spin   3.9937 eV

These are the Mulliken partial charges, in e, on atoms 1 to 2: atom 1 (C): -2.345, atom 2 (C): 0.764

---

No. 3
C44H49F3N3ReS2 as an isolated structure, computed with ωB97M-V/def2-TZVPD.

Geometry (Å):
Re: 0.383466 0.242712 -0.076010
C: -5.105424 -0.424556 0.507287
C: -3.765339 -0.169995 -0.182486
C: -3.660202 -0.992583 -1.468688
C: -3.532241 1.308694 -0.445803
C: -4.514205 2.018476 -1.128900
C: -4.373372 3.373266 -1.379407
C: -3.241819 4.029099 -0.926252
C: -2.215683 3.358503 -0.257458
C: -1.023066 4.210085 0.167045
C: 0.008269 4.266693 -0.961200
C: -0.404434 3.870116 1.522174
C: -2.369852 1.989098 -0.056129
N: -1.356420 1.213319 0.634267
C: -1.632089 0.929091 1.882382
C: -0.806022 -0.051335 2.489788
N: 0.156739 -0.582666 1.728122
C: 0.948615 -1.646442 2.332360
C: 0.576465 -2.978437 2.107058
C: 1.359451 -3.966099 2.702248
C: 2.434854 -3.649570 3.517375
C: 2.726898 -2.322466 3.766314
C: 1.989129 -1.294613 3.176669
C: 2.361198 0.139650 3.500705
C: 2.150045 0.466870 4.980521
C: 3.817680 0.404678 3.114069
C: -0.646392 -3.471866 1.330882
C: -1.967380 -2.793578 1.685175
C: -0.445859 -3.460111 -0.182251
C: -1.305806 -0.321634 3.844226
C: -0.982234 -1.177250 4.861080
C: -1.749956 -1.125879 6.057680
C: -2.799321 -0.257407 6.214487
C: -3.171013 0.620445 5.158728
C: -4.250023 1.547706 5.158370
C: -4.502087 2.314248 4.052068
C: -3.715689 2.217252 2.866901
C: -2.674429 1.336193 2.851634
C: -2.411586 0.554874 4.003415
H: -5.175484 -1.471125 0.807408
H: -5.947563 -0.219345 -0.155162
H: -5.219584 0.191160 1.400935
H: -2.989489 -0.521817 0.494515
H: -4.380117 -0.649060 -2.214674
H: -3.865918 -2.045437 -1.267540
H: -2.666206 -0.935469 -1.916575
H: -5.408721 1.503640 -1.454130
H: -5.147482 3.917642 -1.902680
H: -3.140671 5.095954 -1.084317
H: -1.424699 5.221637 0.259968
H: 0.362074 3.269860 -1.226374
H: 0.881801 4.856265 -0.676695
H: -0.429810 4.717872 -1.853847
H: 0.190519 2.954580 1.502568
H: -1.171730 3.756885 2.289426
H: 0.256621 4.681027 1.830748
H: 1.091721 -5.004276 2.548671
H: 3.023979 -4.433879 3.973086
H: 3.543024 -2.070477 4.429751
H: 1.725121 0.812415 2.918219
H: 2.842638 -0.098839 5.606527
H: 1.133858 0.248086 5.315714
H: 2.339289 1.526356 5.157285
H: 4.495414 -0.110689 3.796497
H: 4.046863 1.469703 3.159292
H: 4.037229 0.056930 2.106398
H: -0.748714 -4.516958 1.627688
H: -2.066023 -1.826492 1.193008
H: -2.083369 -2.644489 2.758742
H: -2.796347 -3.415959 1.343630
H: -0.316587 -2.437934 -0.559359
H: -1.317616 -3.878227 -0.688652
H: 0.426822 -4.045185 -0.474521
H: -0.167516 -1.884489 4.776151
H: -1.489116 -1.791488 6.869011
H: -3.351481 -0.241095 7.145469
H: -4.876417 1.642512 6.036060
H: -5.329388 3.010365 4.068756
H: -3.958742 2.833254 2.010720
F: 5.056551 2.288935 -1.465210
C: 5.419593 1.328315 -0.604180
F: 5.424682 1.872160 0.612985
F: 6.674727 0.981557 -0.896452
C: 4.479179 0.146790 -0.701340
C: 4.928121 -1.085924 -1.136145
C: 4.029093 -2.140402 -1.288928
C: 2.699628 -1.922129 -1.000940
N: 2.271435 -0.728220 -0.566001
C: 3.125108 0.280600 -0.408771
S: 2.171453 1.661026 0.144415
H: 5.975920 -1.219668 -1.362570
H: 4.352396 -3.107063 -1.644090
H: 1.950873 -2.688857 -1.119485
C: 1.388103 0.336102 -3.311612
S: -0.124224 0.042662 -2.380056
C: -1.170151 1.317549 -3.102482
H: 1.777914 1.326174 -3.080186
H: 1.160243 0.253128 -4.372594
H: 2.115123 -0.422133 -3.043181
H: -1.442762 1.003088 -4.108562
H: -0.633957 2.262866 -3.129307
H: -2.061150 1.417569 -2.494496

Atoms 1-6, force components in eV/Å:
-0.1 0.0 0.0
0.0 0.0 0.1
0.1 0.0 0.0
0.0 0.0 0.0
-0.2 -0.1 -0.2
0.0 0.0 0.0

Summary:
Gap between HOMO and LUMO (spin up / spin down)   6.2 / 6.4 eV
Net charge   +1
<S²>   0.941
Multiplicity   2

These are the Mulliken partial charges, in e, on atoms 1 to 2: atom 1 (Re): 0.877, atom 2 (C): -1.829

---

No. 4
C44H50AlB2CaF7MgN3O20 as an isolated structure, computed with ωB97M-V/def2-TZVPD.

Geometry (Å):
C: -2.788946 -6.026188 2.783075
C: -3.514841 -4.899466 2.290864
C: -4.407391 -3.696450 1.549996
C: -4.180708 -3.928431 -0.090519
C: -3.536724 -2.606557 -0.814881
C: -1.882522 -2.698206 -1.020821
C: -1.487510 -3.826667 -2.145433
N: -0.038222 -4.260757 -2.134929
C: 0.128551 -5.761490 -2.047107
O: -1.482385 -3.347560 0.239780
C: -0.589263 -2.499431 1.058800
O: 0.222840 -3.014316 1.988378
C: -0.886483 -0.955400 0.588754
C: 0.238268 0.199583 0.988102
C: -0.416687 1.085987 2.244678
C: -1.215358 2.516128 1.909997
C: -1.912487 3.425433 3.094480
C: -1.815981 2.882099 4.659637
C: -1.027128 1.497658 5.070424
C: -0.339117 0.637121 3.823201
C: 0.463063 -0.750861 4.299584
C: -1.162693 -1.225538 -1.037717
C: 0.290074 -1.043286 -1.821227
C: 1.646356 -1.295024 -2.190360
C: -2.012186 0.111304 -1.458334
B: -2.590120 0.118852 -2.997322
O: -2.120418 -0.711308 -4.123423
O: -3.708656 1.079860 -3.282422
H: -2.296913 -7.112134 2.806800
H: -3.985416 -2.623589 1.859518
H: -5.543965 -3.776966 1.847023
H: -5.282733 -4.089044 -0.520587
H: -3.603839 -4.921760 -0.316144
H: -4.087709 -2.504492 -1.868367
H: -3.848569 -1.667332 -0.168587
H: -2.203948 -4.752669 -2.068380
H: -1.687265 -3.350782 -3.220237
H: 0.516961 -3.805945 -1.377118
H: -0.797032 -6.386019 -2.397765
H: 1.029858 -6.038829 -2.778106
H: 0.509217 -6.015731 -0.963158
H: -1.899500 -0.720001 1.152131
H: 0.380760 0.968386 0.109802
H: 1.255901 -0.323232 1.307073
H: -1.257238 2.844668 0.779368
H: -2.480236 4.425808 2.839498
H: -2.320100 3.511284 5.509983
H: -0.978214 1.136711 6.206679
H: 1.270141 -0.980867 3.461328
H: 1.054463 -0.557436 5.313878
H: -0.301076 -1.621659 4.470589
H: 2.751644 -1.346177 -2.626001
H: -1.278570 1.030275 -1.364996
H: -2.849494 0.283333 -0.639347
H: -2.868183 -0.887068 -4.784203
H: -4.207503 1.295078 -2.430208
C: -6.878586 2.831177 -7.061898
C: -5.404548 2.957167 -6.690210
C: -5.158311 2.839168 -5.184863
C: -5.899541 3.947469 -4.454976
N: -6.514379 4.866836 -3.849409
H: -7.476740 3.634752 -6.620847
H: -7.003244 2.892709 -8.147644
H: -7.287451 1.871665 -6.725181
H: -5.028142 3.920964 -7.054376
H: -4.839283 2.174367 -7.207988
H: -4.087333 2.922100 -4.971770
H: -5.504286 1.868595 -4.813170
Mg: -2.419317 -6.478095 5.331799
F: 2.695274 -1.599727 -5.868775
Al: 1.411319 -0.464161 -6.421542
F: -0.082744 -1.391093 -6.811586
F: 1.975635 0.410810 -7.891043
F: 1.056969 0.723493 -5.114825
C: 5.229122 -0.526899 5.665438
C: 6.375299 -1.086929 5.266732
C: 6.392720 -2.401545 4.595395
O: 7.441506 -2.915788 4.231923
C: 5.095089 -3.072168 4.380395
C: 3.948911 -2.512136 4.779101
C: 3.931492 -1.197521 5.450439
O: 2.882705 -0.683278 5.813910
H: 5.198748 0.436341 6.159906
H: 7.335200 -0.607371 5.416505
H: 5.125464 -4.035406 3.885928
H: 2.989011 -2.991695 4.629329
C: -7.080545 -0.422132 -5.210564
O: -6.869746 -1.483689 -4.644461
O: -7.966498 0.384510 -4.905392
O: -6.440702 0.009704 -6.176345
Ca: -6.219077 -1.750909 -7.432688
C: -3.346805 -1.942552 -10.796482
O: -4.220092 -1.753361 -9.818648
H: -2.440817 -1.312924 -10.793927
H: -2.897708 -2.946233 -10.885965
H: -3.702110 -1.784881 -11.829040
C: 0.786872 6.035542 4.010466
C: 0.510544 6.564252 5.405438
O: 1.418556 5.982542 6.353078
C: 2.654712 6.570317 6.444637
O: 3.004331 7.535555 5.771248
C: 3.496844 5.886266 7.520704
F: 3.420787 4.525186 7.465108
F: 3.104110 6.236835 8.779179
F: 4.821945 6.193625 7.436342
H: 0.760000 4.940859 4.001338
H: 0.047034 6.413954 3.299202
H: 1.782373 6.332176 3.666067
H: -0.499573 6.274322 5.713106
H: 0.555737 7.658921 5.439190
B: 7.998548 3.608400 4.033901
O: 7.195870 4.815365 3.812077
C: 5.946495 4.528475 4.203626
O: 5.016617 5.317288 4.154676
C: 5.882360 3.171577 4.680087
O: 4.888535 2.606301 5.106609
O: 7.091373 2.599566 4.590123
O: 8.598755 3.140347 2.780472
C: 9.926949 3.142588 2.961038
O: 10.733450 2.807102 2.108820
C: 10.238995 3.595110 4.291513
O: 11.356957 3.711309 4.766987
O: 9.108460 3.879222 4.953108
C: 2.285583 -6.869585 -5.509488
C: 0.890580 -6.466544 -5.753748
N: -0.211584 -6.148078 -5.946798
H: 2.966774 -6.439580 -6.251385
H: 2.634004 -6.544099 -4.523530
H: 2.405779 -7.957347 -5.552105

Atoms 1-6, force components in eV/Å:
-4.7 6.3 -3.1
3.9 -6.8 2.3
1.3 -0.6 0.3
-1.1 0.0 -0.1
-0.5 0.1 -0.8
-1.1 -0.8 0.2

Summary:
Gap between HOMO and LUMO   1.0 eV
Net charge   -1

These are the Mulliken partial charges, in e, on atoms 1 to 2: atom 1 (C): -0.902, atom 2 (C): 0.007